# C18H36O36S9

A 9-piece molecular cluster, C18H36O36S9 overall at a distorted geometry (ωB97M-V/def2-TZVPD, the OMol25 dataset).

Structure (ORCA input):
```
! RIJCOSX wB97M-V def2-TZVPD def2/J DEFGRID3
* xyz 0 1
H -0.039 2.730 11.753
O -10.477 3.091 13.482
O -1.264 10.536 18.304
O 3.388 6.862 4.708
O -7.132 4.704 6.905
O 3.549 19.468 6.353
C 3.653 6.718 3.339
H 2.337 15.302 6.201
H 0.853 17.221 7.901
C -8.466 13.744 16.251
O 3.021 4.510 5.910
O -10.163 12.043 16.269
O -12.185 4.888 13.771
C 0.515 12.933 18.743
H 1.471 13.416 18.543
H -13.132 4.130 10.946
O 3.489 16.962 6.595
S -1.412 11.876 17.644
H -4.484 10.344 11.058
H -0.632 9.837 2.488
O -2.184 12.069 16.415
H -0.529 14.827 18.712
C 0.149 2.920 12.809
H -9.166 12.692 18.024
C 3.068 5.435 2.877
S -10.038 12.357 14.660
O 0.922 13.661 1.418
H 0.668 12.165 19.501
O 1.181 11.471 0.278
H -6.056 1.109 8.403
O -5.262 3.533 8.214
S -6.180 3.639 6.821
O 1.409 18.048 6.106
C 1.108 4.070 13.212
H -0.796 13.953 20.203
C -6.797 1.900 8.509
H -3.040 8.713 9.614
C -9.037 12.483 16.962
O -5.441 3.370 5.621
O -9.807 5.587 13.317
H 2.128 3.689 13.259
S 2.345 5.667 5.280
H 4.730 6.728 3.171
O -1.105 3.317 13.242
O -5.591 10.973 9.551
O -3.257 10.648 8.875
H -8.322 11.696 16.724
S 2.982 18.254 5.715
H -1.333 10.647 3.895
O -8.820 13.462 14.884
C -3.789 9.422 9.260
O -1.509 5.795 13.876
C -12.581 4.925 11.447
H -7.377 13.780 16.250
C -4.952 9.876 10.192
C 2.400 16.079 6.963
O -6.989 2.262 7.115
O -11.207 13.043 14.166
O -11.260 4.462 11.588
C 1.084 16.866 6.897
H -7.695 1.476 8.959
S -10.788 4.477 13.122
C -12.949 5.607 12.859
S 0.468 12.280 1.229
H 0.938 4.855 12.476
H 0.153 16.336 6.697
C -0.933 10.803 2.893
H -4.290 9.014 8.382
H 3.757 4.591 2.856
O -9.670 11.188 13.884
H -5.606 2.982 10.170
O 0.060 12.572 17.409
S -1.050 4.523 14.429
H -2.827 11.011 1.851
H -6.889 3.812 9.402
H -2.172 12.457 2.577
S -4.563 11.682 8.484
O -5.109 11.359 7.147
H -5.698 9.101 10.371
O 0.235 11.512 2.758
H -8.841 14.710 16.588
C -1.904 11.573 1.998
H 2.567 15.865 8.019
O -1.452 4.006 15.708
O -1.781 13.075 18.760
O -4.332 13.081 8.841
H -14.015 5.595 13.086
O -1.119 12.094 0.969
H 2.808 5.635 1.837
H 0.512 2.032 13.326
C -6.145 3.035 9.224
C -0.660 13.828 19.129
H -12.613 5.749 10.736
O 3.232 18.085 4.296
H -12.746 6.673 12.769
H 3.194 7.569 2.835
O 0.624 4.547 14.458
O 1.931 5.359 3.704
O 1.223 6.301 5.918
*
```

The calculation puts the calculated total energy at -6999.3292 a.u. For the frontier orbital gap, the calculation gives 0.4044 Eh. The value obtained for the energy above the lowest of the compared OMol25 structures with the same formula, charge and spin is 711.0 kJ/mol. For the molecular weight, the calculation gives 1117.05 g/mol.

# C38H39N7O3Rh

C38H39N7O3Rh as an isolated structure at a distorted geometry (ωB97M-V/def2-TZVPD, the OMol25 dataset).

Structure (ORCA input):
```
! RIJCOSX wB97M-V def2-TZVPD def2/J DEFGRID3
* xyz -1 1
C -1.114 -1.120 -0.386
H -0.594 1.897 -2.901
H 0.253 -1.127 3.429
H -1.386 -2.594 -5.957
C -0.685 1.293 2.741
H 4.050 -3.844 -0.010
C -0.066 -1.943 -4.397
C 3.964 -3.676 -3.388
C -1.479 1.346 -2.594
C -3.328 -1.820 -1.089
H -1.310 -4.495 -0.633
H -2.481 3.360 3.018
C 2.902 3.402 -1.890
C -0.690 -0.591 -6.287
H 0.157 -1.766 5.083
C -0.771 -1.784 -5.583
H 4.000 2.833 1.801
H 0.167 1.382 -6.340
H -2.718 3.226 -1.123
H 2.722 -2.347 -4.522
C 3.758 -3.522 -1.002
H 4.962 1.531 2.512
H -1.233 -0.471 -7.217
H 4.418 -4.117 -4.267
C 3.008 -2.680 -3.532
N 1.122 -0.205 -1.613
C -1.245 -0.192 4.671
N 1.158 2.411 -0.308
C 1.953 2.852 -1.029
H 2.349 -2.066 -0.277
H -1.809 2.864 0.377
C 2.419 -2.092 -2.412
H 3.266 -0.031 -0.504
C 0.088 -0.863 4.476
H -4.166 3.120 3.504
C -1.787 2.824 -0.708
N 5.369 3.346 -1.193
C -2.430 -0.822 -0.740
C -2.861 1.487 4.013
C 4.342 -4.100 -2.123
C -1.633 0.858 3.837
C 2.478 3.856 -3.159
H -3.624 -3.935 -1.323
C -1.631 -3.460 -0.669
C -4.253 -0.440 6.987
H -5.254 -0.024 6.870
H -4.339 -1.528 7.011
H -0.138 -2.870 -3.839
C -3.699 1.059 5.039
C -2.789 0.624 -0.686
H -2.976 0.905 0.350
C 1.387 -0.998 -2.544
C 0.092 0.448 -5.797
H -3.873 -0.122 7.961
N 3.623 0.328 0.374
O -1.073 0.958 1.569
N -1.626 1.429 -1.135
C 2.804 -2.527 -1.145
C 0.701 -0.898 -3.888
H 5.089 -4.876 -2.010
H 1.377 1.109 -4.207
C -3.279 2.621 3.114
C -3.343 0.011 5.875
C -0.729 -2.452 -0.346
H -3.675 0.866 -1.286
H -1.821 -1.434 6.313
H 2.027 1.341 2.920
H -1.369 0.308 -2.893
H -4.339 -1.560 -1.384
C 4.263 3.377 -1.529
H 0.280 -2.716 -0.061
H -3.505 2.258 2.109
Rh 0.017 0.504 -0.166
C 0.778 0.296 -4.601
H 4.309 1.064 0.305
C -2.113 -0.606 5.673
O 1.628 -0.307 1.273
H -0.947 3.412 -1.066
H -4.654 1.556 5.182
H -2.365 1.777 -3.076
N 2.901 1.129 2.438
O 0.329 1.914 3.055
C 2.675 0.379 1.344
H 0.901 -0.190 4.753
H 3.937 2.535 3.538
N 2.100 4.211 -4.191
C 4.005 2.054 2.565
C -2.929 -3.150 -1.053
*
```

The calculation puts the calculated total energy at -2191.1370 a.u. For the frontier orbital gap (spin up / spin down), the calculation gives 0.2647 / 0.2647 Eh. The value obtained for the energy above the lowest of the compared OMol25 structures with the same formula, charge and spin is 0.0 kJ/mol. For the molecular weight, the calculation gives 744.68 g/mol.

# C38H54BrNO4P2Sb2Sn

C38H54BrNO4P2Sb2Sn as an isolated structure (ωB97M-V/def2-TZVPD, the OMol25 dataset).

Structure (ORCA input):
```
! RIJCOSX wB97M-V def2-TZVPD def2/J DEFGRID3
* xyz 2 1
C -3.780 2.662 1.476
H 1.877 -0.338 -3.847
H -2.649 4.681 -5.044
H 2.990 5.153 -0.683
C 0.810 -0.279 5.170
H -1.363 0.744 -3.037
H -2.159 5.644 1.587
C -2.582 -3.227 -2.814
Br -2.190 -0.871 0.492
H 2.770 -0.656 -5.339
H 0.946 3.937 -1.275
C 2.304 -1.127 -4.473
H -4.201 6.263 2.798
O -0.348 -1.094 -2.357
H -1.945 5.658 -0.943
Sb 0.545 0.729 3.154
H 4.220 -3.360 1.356
H -1.562 -5.560 -0.476
H 2.316 2.630 2.461
H -0.486 4.429 2.751
H -2.572 0.751 -1.951
H 3.296 6.048 1.606
C -1.264 -5.345 -3.166
H 4.790 -3.914 5.131
H -0.547 -6.029 -2.711
H -5.726 2.294 2.300
H -1.454 2.560 3.289
C 0.057 -1.400 -5.579
C -2.925 4.897 1.749
H -0.382 -2.370 4.025
C -2.766 3.598 1.269
O -0.420 -3.595 -1.727
C 1.072 4.300 -0.260
H 4.264 -2.933 -0.367
C -2.414 4.374 -4.034
Sn -0.246 0.385 -0.592
C -4.084 5.252 2.428
H -3.657 1.642 1.123
C 2.168 2.087 3.396
C 3.186 -0.903 5.441
C 0.072 4.092 0.696
H -0.682 -2.125 -5.926
H -2.151 -5.916 -3.445
C -2.245 -4.831 -0.916
C 1.646 -2.632 4.653
C -1.903 2.638 -2.457
C 1.246 -2.099 -4.958
P 0.393 -2.417 -2.360
H 1.255 -5.810 -0.579
H -1.774 1.251 4.420
C -5.092 4.319 2.623
H -2.112 -2.723 -3.662
H -2.436 -4.034 -0.194
C -2.206 3.036 -3.754
H -0.585 2.516 4.846
C 2.228 4.992 0.069
H -3.187 -5.336 -1.136
C 1.829 -3.157 -5.866
H -0.823 -4.928 -4.073
H 3.844 -1.700 0.846
H 0.322 -4.062 3.836
Sb 1.721 -3.318 0.368
H -2.289 2.295 -4.541
H 3.390 0.107 5.772
C 1.867 -1.249 5.086
C -4.942 3.024 2.144
H 1.080 -3.913 -6.105
C 1.420 5.287 2.311
H 1.544 5.680 3.312
C 0.267 4.582 1.987
H 2.533 -4.617 4.423
H -2.493 6.368 -3.232
C 2.166 -5.236 -0.420
H 3.081 1.531 3.618
H -2.884 -2.477 -2.081
C -2.324 5.321 -3.017
C 4.183 -1.840 5.443
H 1.953 2.796 4.195
C 0.463 -3.034 4.153
H -3.471 -3.739 -3.184
C -1.797 3.570 -1.432
C -0.995 1.913 4.038
C 2.741 -3.591 4.709
C 2.403 5.490 1.356
P -1.358 3.039 0.266
H -0.190 -0.665 5.342
C -2.019 4.917 -1.731
H 5.176 -1.539 5.760
H 2.160 -2.693 -6.796
H 3.078 -1.645 -3.906
H -5.994 4.601 3.150
H 2.692 -5.102 -1.365
H 2.685 -3.646 -5.399
N -1.697 1.213 -2.199
C 3.971 -3.211 5.086
H 2.817 -5.767 0.278
H 0.399 -0.823 -6.439
O 0.746 -2.890 -3.798
H -0.416 -0.721 -4.868
H 1.040 0.575 5.803
C -1.667 -4.261 -2.190
C 3.755 -2.751 0.579
O 1.675 -2.373 -1.467
*
```

The calculation puts the calculated total energy at -5787.3259 a.u. For the frontier orbital gap, the calculation gives 0.1983 Eh. The value obtained for the energy above the lowest of the compared OMol25 structures with the same formula, charge and spin is 0.0 kJ/mol. For the molecular weight, the calculation gives 1092.94 g/mol.